[1]
This record from OMol25 describes the molecule C3H3NO2S. The level of theory is wB97M-V/def2-TZVPD.

Output
structure (SMILES)	C1=NC2(OO2)SC1
energy relative to the best compared isomer or geometry (same formula, charge and spin)	5.605	eV
lowest unoccupied orbital energy	0.013	hartree

The geometry in ORCA input format:
```
! RIJCOSX wB97M-V def2-TZVPD def2/J DEFGRID3
* xyz 0 1
C -0.158 -0.678 -0.698
C -0.419 0.105 0.413
C -1.801 -1.956 -0.049
N -0.862 -1.688 -1.063
O -2.085 -3.308 0.046
O -3.023 -2.356 -0.442
S -1.482 -1.009 1.445
H 0.621 -0.334 -1.202
H 0.467 0.344 1.052
H -1.163 0.886 0.109
*
```

***

[2]
This record from OMol25 describes a structure of composition C10H16N2PPd. The level of theory is wB97M-V/def2-TZVPD.

Output
energy relative to the best compared isomer or geometry (same formula, charge and spin)	0.000	eV
lowest unoccupied orbital energy (spin up / spin down)	0.128 / 0.095	hartree
expectation value of S²	2.018

The geometry in ORCA input format:
```
! RIJCOSX wB97M-V def2-TZVPD def2/J DEFGRID3
* xyz -1 3
C 1.495 2.688 -0.253
C 1.137 3.468 0.943
C -0.272 3.575 1.027
C -0.860 2.936 -0.118
C 0.181 2.377 -0.934
Pd 1.506 0.435 -0.353
P 3.329 -0.690 -0.705
H 2.439 2.772 -0.791
H 1.871 3.860 1.654
H -0.839 4.042 1.845
H 0.104 2.101 -1.983
H -1.927 2.856 -0.339
H 3.419 -1.780 0.186
H 4.552 0.003 -0.553
H 3.379 -1.260 -1.996
C -1.826 -3.779 -1.301
C -1.413 -2.573 -0.574
C -1.863 -1.995 0.615
C -1.047 -0.867 0.870
N -0.135 -0.790 -0.126
N -0.400 -1.799 -0.992
C -1.108 0.069 2.006
H -1.633 -4.676 -0.697
H -2.902 -3.746 -1.510
H -1.285 -3.878 -2.251
H -2.661 -2.342 1.230
H 0.173 -1.934 -1.827
H -2.150 0.393 2.161
H -0.773 -0.424 2.933
H -0.490 0.959 1.833
*
```

***

[3]
This record from OMol25 describes the molecule C4H2FN. The level of theory is wB97M-V/def2-TZVPD.

Output
structure (SMILES)	N#CC#CCF
energy relative to the best compared isomer or geometry (same formula, charge and spin)	0.103	eV
lowest unoccupied orbital energy	0.002	hartree

The geometry in ORCA input format:
```
! RIJCOSX wB97M-V def2-TZVPD def2/J DEFGRID3
* xyz 0 1
C 1.055 -0.553 -0.855
C -0.102 0.076 -0.243
C -0.935 0.502 0.499
C -1.792 0.814 1.533
H 0.778 -1.390 -1.448
H 1.804 -0.958 -0.188
N -2.481 1.099 2.384
F 1.674 0.411 -1.682
*
```

***

[4]
This record from OMol25 describes a structure of composition C36H66BCl2N11PSTi. The level of theory is wB97M-V/def2-TZVPD.

Output
energy relative to the best compared isomer or geometry (same formula, charge and spin)	0.000	eV
lowest unoccupied orbital energy (spin up / spin down)	-0.360 / -0.360	hartree

The geometry in ORCA input format:
```
! RIJCOSX wB97M-V def2-TZVPD def2/J DEFGRID3
* xyz 3 1
Ti 11.000 11.975 12.016
C 12.217 15.723 15.658
C 11.196 14.709 15.178
C 10.084 14.130 15.702
C 9.589 13.231 14.773
N 10.365 13.260 13.668
N 11.383 14.158 13.944
B 12.350 14.514 12.805
N 11.554 14.663 11.486
N 10.837 13.619 11.000
C 10.073 14.104 9.942
C 10.369 15.447 9.811
C 11.307 15.771 10.772
C 11.845 17.137 11.094
C 8.923 13.369 9.343
C 7.975 13.084 10.494
C 9.322 12.096 8.563
C 8.162 14.267 8.395
N 13.300 13.262 12.752
N 12.714 12.059 13.039
C 13.704 11.212 13.514
C 14.897 11.902 13.305
C 14.618 13.213 12.886
C 15.561 14.364 12.883
C 13.523 9.901 14.162
C 12.061 9.459 14.085
C 13.908 9.956 15.636
C 14.394 8.917 13.393
C 8.389 12.317 15.029
C 8.132 11.427 13.822
C 7.142 13.228 15.328
C 8.762 11.480 16.221
H 12.026 16.109 16.636
H 12.243 16.633 15.019
H 13.232 15.261 15.698
H 9.631 14.381 16.682
H 13.004 15.481 13.036
H 9.889 16.075 9.042
H 11.285 17.828 10.430
H 12.959 17.253 10.932
H 11.664 17.403 12.111
H 8.406 12.391 11.249
H 7.060 12.630 10.115
H 7.660 13.992 10.976
H 10.045 11.473 9.125
H 9.760 12.444 7.629
H 8.487 11.493 8.264
H 7.947 15.200 8.903
H 8.793 14.477 7.542
H 7.224 13.841 7.979
H 15.924 11.599 13.554
H 16.440 14.070 12.336
H 15.882 14.662 13.878
H 15.096 15.252 12.418
H 11.358 10.230 14.533
H 11.946 8.595 14.668
H 11.902 9.303 13.025
H 13.373 10.771 16.107
H 14.981 10.173 15.800
H 13.621 9.032 16.149
H 14.204 8.968 12.349
H 14.171 7.905 13.790
H 15.446 9.171 13.472
H 7.935 11.974 12.884
H 7.304 10.797 13.992
H 9.032 10.778 13.688
H 7.042 13.874 14.427
H 7.267 13.838 16.214
H 6.263 12.591 15.512
H 9.519 10.748 15.860
H 7.940 10.878 16.579
H 9.104 12.044 17.052
C 9.419 6.630 10.887
N 8.736 7.244 12.011
C 7.367 7.702 11.708
N 7.419 8.649 10.635
C 8.085 8.032 9.470
N 9.463 7.618 9.768
C 10.335 8.754 10.057
P 9.772 9.731 11.524
C 9.514 8.212 12.673
C 7.997 9.893 11.026
H 8.755 5.809 10.527
H 10.386 6.245 11.166
H 6.994 8.163 12.618
H 6.706 6.870 11.446
H 8.092 8.655 8.594
H 7.486 7.168 9.149
H 10.336 9.447 9.216
H 11.364 8.430 10.323
H 9.102 8.604 13.627
H 10.459 7.747 12.970
H 7.878 10.538 10.195
H 7.415 10.244 11.926
Cl 9.629 8.458 19.348
C 9.117 7.089 18.369
Cl 9.420 7.270 16.624
H 8.047 6.964 18.507
H 9.604 6.237 18.761
C 14.221 10.919 5.863
C 12.747 10.800 6.231
N 12.602 10.629 7.687
C 12.753 11.638 8.572
S 12.709 11.200 10.291
N 13.073 12.844 8.172
C 13.672 13.948 8.949
C 13.445 15.272 8.234
H 14.348 10.804 4.779
H 14.726 10.081 6.259
H 14.665 11.812 6.318
H 12.265 9.983 5.739
H 12.189 11.696 5.865
H 12.326 9.710 8.024
H 13.138 12.963 7.144
H 14.728 13.738 8.931
H 13.321 13.913 10.031
H 13.871 15.354 7.239
H 13.844 16.063 8.852
H 12.364 15.477 8.093
*
```

***

[5]
This record from OMol25 describes a cluster of 2 separate species, C45H57BCl3N3O3 in total. The level of theory is wB97M-V/def2-TZVPD.

Output
lowest unoccupied orbital energy	-0.084	hartree

The geometry in ORCA input format:
```
! RIJCOSX wB97M-V def2-TZVPD def2/J DEFGRID3
* xyz 0 1
Cl 2.848 -0.727 1.113
B 1.148 -0.004 0.847
Cl 1.221 1.882 0.772
Cl 0.491 -0.692 -0.725
O 0.296 -0.331 2.054
C -0.884 0.184 2.251
C -1.894 0.046 1.241
C -2.650 1.148 0.776
C -3.537 0.991 -0.290
C -3.692 -0.250 -0.922
C -2.940 -1.342 -0.480
C -2.061 -1.205 0.579
H -1.032 0.800 3.146
H -2.506 2.113 1.261
H -4.124 1.841 -0.641
H -4.376 -0.370 -1.765
H -3.006 -2.308 -0.982
H -1.474 -2.053 0.924
C 1.664 2.214 4.287
C 2.982 1.639 4.789
C 3.952 1.571 3.596
C 3.671 2.566 5.773
C 2.680 0.217 5.342
C 2.535 -0.760 4.360
C 2.840 -2.083 4.621
C 3.050 -2.459 5.943
C 2.792 -1.588 7.006
C 2.906 -2.202 8.441
C 1.768 -1.756 9.344
C 4.277 -1.845 9.024
C 2.826 -3.741 8.436
C 2.509 -0.211 6.683
N 1.951 0.707 7.645
C 2.725 1.320 8.728
C 1.686 1.989 9.586
N 0.477 2.007 8.743
C -0.683 2.775 9.152
C -0.723 4.182 8.931
C 0.368 5.070 8.262
C -0.271 6.230 7.486
C 1.260 4.320 7.293
C 1.228 5.702 9.362
C -1.823 4.901 9.405
C -2.959 4.267 9.866
C -2.919 2.899 10.078
C -1.751 2.162 9.878
C -1.688 0.804 10.655
C -3.093 0.319 11.054
C -0.889 1.032 11.946
C -1.096 -0.315 9.825
C 0.667 1.233 7.602
C -0.279 0.865 6.639
C -1.679 1.260 6.627
C -2.157 2.576 6.342
C -3.477 2.918 6.581
C -4.327 1.941 7.144
N -5.329 2.322 8.084
O -5.842 1.404 8.778
O -5.610 3.527 8.250
C -3.978 0.580 7.132
C -2.661 0.251 6.866
H 0.902 2.162 5.073
H 1.780 3.254 3.948
H 1.305 1.628 3.432
H 4.863 1.037 3.890
H 3.509 1.082 2.722
H 4.229 2.588 3.291
H 4.608 2.121 6.135
H 3.914 3.518 5.280
H 3.032 2.802 6.620
H 2.292 -0.460 3.343
H 2.941 -2.789 3.795
H 3.367 -3.484 6.123
H 0.802 -2.027 8.899
H 1.838 -2.237 10.333
H 1.783 -0.681 9.518
H 5.059 -2.387 8.476
H 4.506 -0.778 8.938
H 4.344 -2.130 10.084
H 3.715 -4.205 7.998
H 2.750 -4.118 9.467
H 1.936 -4.086 7.895
H 3.312 0.570 9.269
H 3.440 2.057 8.333
H 1.497 1.402 10.498
H 1.969 3.001 9.909
H -0.716 6.965 8.163
H 0.498 6.755 6.908
H -1.045 5.876 6.795
H 1.829 3.560 7.825
H 0.693 3.841 6.484
H 1.998 5.000 6.841
H 1.651 4.953 10.042
H 2.053 6.268 8.911
H 0.620 6.393 9.959
H -1.825 5.990 9.377
H -3.865 4.821 10.098
H -3.812 2.432 10.491
H -3.768 0.289 10.186
H -3.042 -0.695 11.471
H -3.527 0.965 11.826
H 0.130 1.378 11.739
H -1.386 1.801 12.550
H -0.833 0.104 12.532
H -0.124 -0.031 9.437
H -0.968 -1.227 10.426
H -1.735 -0.542 8.964
H 0.016 0.037 5.998
H -1.453 3.320 5.969
H -3.877 3.921 6.438
H -4.736 -0.143 7.408
H -2.358 -0.794 6.899
*
```

***

[6]
This record from OMol25 describes a structure of composition C10H14MnN3O5. The level of theory is wB97M-V/def2-TZVPD.

Output
energy relative to the best compared isomer or geometry (same formula, charge and spin)	0.000	eV
lowest unoccupied orbital energy (spin up / spin down)	-0.326 / -0.396	hartree
expectation value of S²	6.089

The geometry in ORCA input format:
```
! RIJCOSX wB97M-V def2-TZVPD def2/J DEFGRID3
* xyz 2 5
O 1.091 2.020 -3.919
C 2.206 2.251 -4.004
Mn -0.546 -1.166 -1.519
O -1.503 1.643 -1.236
C -1.021 0.579 -1.413
C -2.140 -1.912 -1.126
O -3.147 -2.431 -0.855
C -1.604 -4.208 -3.250
O -0.525 -4.494 -3.512
C -1.007 -1.156 -3.339
O -1.479 -1.026 -4.390
H 0.108 0.207 -1.645
C -1.901 -0.448 1.934
N -0.678 0.337 1.820
C -0.790 1.718 2.280
C 0.338 -0.124 1.068
N 0.134 -1.206 0.240
N 1.540 0.477 1.051
C 2.007 1.411 2.070
C 2.507 0.122 0.013
H -2.368 -0.212 2.897
H -1.674 -1.514 1.889
H -2.616 -0.210 1.136
H -0.162 1.906 3.156
H -0.564 2.440 1.485
H -1.823 1.890 2.594
H 0.857 -1.931 0.326
H 1.675 1.089 3.062
H 3.101 1.404 2.055
H 1.690 2.445 1.868
H 2.670 -0.966 0.007
H 2.169 0.447 -0.986
H 3.458 0.617 0.242
*
```

***

no.,largest force on an atom (eV/Å),calculated total energy (eV)
1,5.2,-19575.171
2,2.8,-26374.696
3,2.6,-8385.084
4,2.4,-123733.899
5,2.9,-96445.103
6,10.1,-56602.767